Record 1
Molecular formula: C5H8OS
Method: DFT, ωB97M-V with the def2-TZVPD basis set

## Properties
lowest unoccupied orbital energy = 0.03575 Ha
HOMO level = -8.54 eV
max |F| = 2.13 eV Å⁻¹
frontier orbital gap = 9.5 eV
E_tot = -18196.03395 eV
energy above the lowest of the compared OMol25 structures with the same formula, charge and spin = 1.269 eV
SMILES = CS[C@@H]1C=CCO1

Cartesian coordinates (Å):
C -0.14027 -1.53958 1.36556
C -0.54029 0.33907 -0.45993
C 1.17922 1.72265 0.11942
C 1.64664 0.80688 -1.00671
C 0.68365 -0.04004 -1.32152
H 0.70759 -1.99990 0.86725
H -0.59069 -2.18117 2.15379
H 0.15980 -0.61244 1.88421
H -1.28938 0.88072 -1.03971
H 0.90937 2.73913 -0.20268
H 1.96102 1.82235 0.94562
H 2.61740 0.81902 -1.42378
H 0.66138 -0.69804 -2.15040
O -0.02915 1.13343 0.55156
S -1.36731 -1.09818 0.14827

Taken from the natural (NBO) analysis, the atomic charges in e are: -0.774 -0.079 -0.098 -0.214 -0.218 0.214 0.235 0.242 0.195 0.182 0.191 0.215 0.224 -0.526 0.210

---

Record 2
Molecular formula: C4H9NO
Method: DFT, ωB97M-V with the def2-TZVPD basis set

## Properties
lowest unoccupied orbital energy = 0.03677 Ha
HOMO level = -8.22 eV
max |F| = 0.54 eV Å⁻¹
frontier orbital gap = 9.2 eV
E_tot = -7828.94129 eV
energy above the lowest of the compared OMol25 structures with the same formula, charge and spin = 3.379 eV

Cartesian coordinates (Å):
C 2.49927 0.54223 -0.25350
O 1.10901 0.42523 -0.38899
C 0.66902 -0.91058 -0.21225
C -0.80955 -1.07974 -0.07329
C -2.73777 0.25729 0.44248
N -1.41537 0.07894 -0.12802
H 3.02169 -0.00322 -1.05389
H 2.84319 0.14580 0.71557
H 2.75522 1.60276 -0.31315
H 1.03552 -1.29357 0.75806
H 1.08936 -1.57082 -0.98571
H -3.05888 -0.72895 0.77844
H -2.63904 0.91717 1.31147
H -3.46624 0.68547 -0.25185
H -0.89544 0.93200 -0.34538

Taken from the natural (NBO) analysis, the atomic charges in e are: -0.241 -0.568 -0.201 0.060 -0.408 -0.559 0.166 0.165 0.193 0.196 0.194 0.228 0.194 0.195 0.385

---

Record 3
Molecular formula: FGdH2O
Method: DFT, ωB97M-V with the def2-TZVPD basis set

## Properties
total charge = +1
lowest unoccupied orbital energy (spin up / spin down) = -0.15770 / -0.19634 Ha
HOMO level (spin up / spin down) = -13.18 / -17.24 eV
max |F| = 2.41 eV Å⁻¹
multiplicity = 9
frontier orbital gap (spin up / spin down) = 8.9 / 11.9 eV
E_tot = -25626.50417 eV

Cartesian coordinates (Å):
H 0.74697 -1.00446 0.19638
O -0.21107 -0.88308 0.16423
H -0.65058 -1.67892 -0.14857
F 1.08227 1.93045 0.00724
Gd -0.96759 1.63601 -0.21930

Taken from the Löwdin analysis, the atomic charges in e are: 0.079 -0.169 0.074 -0.666 1.682

---

Record 4
Molecular formula: C19H37NO4SiTi
Method: DFT, ωB97M-V with the def2-TZVPD basis set

## Properties
lowest unoccupied orbital energy (spin up / spin down) = -0.04556 / -0.05015 Ha
HOMO level (spin up / spin down) = -8.67 / -8.69 eV
max |F| = 11.67 eV Å⁻¹
frontier orbital gap (spin up / spin down) = 7.4 / 7.3 eV
E_tot = -60978.97070 eV

Cartesian coordinates (Å):
C 1.64969 -4.14865 -1.08318
C 1.14850 -3.62695 -2.31156
C -0.20413 -3.20752 -2.10729
C -0.54142 -3.46719 -0.73936
C 0.59393 -4.05914 -0.10612
Ti 1.49056 -1.93819 -0.56516
N 2.36298 -2.08649 0.98942
C 3.23462 -1.34352 -0.93390
C 2.61381 -1.13263 -2.16040
H -0.89635 -2.84633 -2.86817
H 1.66400 -3.60997 -3.26332
H -1.53168 -3.35557 -0.30172
H 0.61451 -4.45444 0.90396
H 2.59652 -4.64310 -0.93461
H 2.90961 -1.85039 -3.00158
H 3.60369 -0.40018 -0.40597
H 3.25005 -2.25419 1.60009
H 2.45658 -0.06199 -2.46367
H 4.05049 -2.13459 -0.87369
C 2.25779 3.00006 1.92774
C 1.57998 1.65711 2.20500
C 2.56550 0.67012 2.84119
C 0.39792 1.85502 3.13753
O 1.17724 1.11026 0.91246
Si -0.26176 0.64867 0.23472
O -0.09810 -0.83471 -0.21311
O -1.44441 0.98594 1.39758
C -2.68729 0.30425 1.63712
C -2.40253 -1.12296 2.10721
C -3.39467 1.10492 2.73968
C -3.51970 0.30615 0.35426
O -0.60127 1.66958 -0.94219
C -0.81780 1.65507 -2.41194
C -0.91390 0.23227 -2.94056
C -2.12203 2.40205 -2.67480
C 0.34591 2.39305 -3.06987
H 2.62101 3.44628 2.86645
H 1.54756 3.69498 1.46464
H 3.11739 2.86720 1.25681
H 2.91479 1.06293 3.80756
H 2.09260 -0.30140 3.00553
H 3.44593 0.53187 2.19727
H -0.32543 2.58187 2.74043
H -0.10204 0.90903 3.37641
H 0.77069 2.26635 4.09477
H -1.81039 -1.10208 3.03112
H -3.35403 -1.62724 2.32081
H -1.86142 -1.68345 1.33978
H -3.57817 2.12881 2.40464
H -4.35365 0.63753 2.98080
H -2.78054 1.12918 3.64857
H -3.68933 1.33561 0.01883
H -3.02533 -0.27186 -0.43737
H -4.49480 -0.15581 0.55831
H -1.64274 -0.36990 -2.38160
H -1.24045 0.26233 -3.99724
H 0.06529 -0.27668 -2.92492
H -2.05300 3.43709 -2.31120
H -2.32772 2.43357 -3.75963
H -2.96957 1.90776 -2.18052
H 0.40941 3.42290 -2.69795
H 1.30168 1.88582 -2.87403
H 0.19543 2.43146 -4.16408

Taken from the natural (NBO) analysis, the atomic charges in e are: -0.367 -0.246 -0.276 -0.196 -0.269 1.024 -0.596 -0.518 -0.584 0.240 0.235 0.239 0.248 0.247 0.237 0.266 0.375 0.249 0.255 -0.619 0.281 -0.619 -0.629 -0.947 2.497 -1.164 -0.930 0.279 -0.633 -0.617 -0.634 -0.955 0.287 -0.632 -0.622 -0.619 0.203 0.217 0.208 0.204 0.220 0.200 0.229 0.218 0.200 0.211 0.203 0.223 0.214 0.202 0.213 0.217 0.207 0.207 0.221 0.209 0.216 0.217 0.205 0.216 0.220 0.204 0.207

---

Record 5
Molecular formula: C18H13NO3S
Method: DFT, ωB97M-V with the def2-TZVPD basis set

## Properties
lowest unoccupied orbital energy = -0.01697 Ha
HOMO level = -8.43 eV
max |F| = 1.28 eV Å⁻¹
frontier orbital gap = 8.0 eV
E_tot = -37345.07008 eV
energy above the lowest of the compared OMol25 structures with the same formula, charge and spin = 0.000 eV
SMILES = Cc1ccc(S(=O)(=O)N2C(=O)c3cccc4cccc2c34)cc1

Cartesian coordinates (Å):
C -0.97133 -3.62095 4.34739
C -1.26998 -2.73009 3.18203
C -0.81338 -3.04659 1.90670
C -1.07285 -2.20781 0.83679
C -1.79030 -1.04994 1.05492
C -2.25947 -0.71188 2.30802
C -1.99774 -1.55742 3.36923
H -2.35438 -1.30588 4.35695
H -2.80911 0.20739 2.42719
S -2.10456 0.02701 -0.32048
O -2.93111 1.12818 0.06001
O -2.47793 -0.73155 -1.47633
N -0.53985 0.63896 -0.68106
C 0.33754 1.09802 0.30356
O 0.15146 0.95170 1.48901
C 1.47078 1.73136 -0.41094
C 2.63800 2.35364 -0.04129
C 3.46725 2.84797 -1.06521
C 3.15876 2.73788 -2.40330
C 1.96621 2.10400 -2.81487
C 1.16902 1.62074 -1.77626
C -0.06158 0.96147 -1.95434
C -0.53540 0.76836 -3.22231
C 0.25719 1.25035 -4.28886
C 1.45891 1.89262 -4.11869
H 2.01867 2.23954 -4.97433
H -0.11563 1.09979 -5.29148
H -1.47083 0.26803 -3.40905
H 3.83166 3.14099 -3.14638
H 4.38684 3.33936 -0.78173
H 2.91769 2.46722 0.99445
H -0.73395 -2.44010 -0.16083
H -0.24902 -3.95433 1.75105
H -0.17869 -3.18150 4.95268
H -0.64426 -4.60320 4.01719
H -1.84866 -3.73332 4.98056

Taken from the natural (NBO) analysis, the atomic charges in e are: -0.633 0.008 -0.171 -0.172 -0.357 -0.130 -0.216 0.217 0.245 2.332 -0.906 -0.929 -0.686 0.676 -0.560 -0.155 -0.133 -0.221 -0.148 -0.080 0.007 0.165 -0.225 -0.190 -0.195 0.214 0.218 0.249 0.218 0.219 0.229 0.233 0.209 0.228 0.218 0.223

---

What did the third record say?
Molecular formula: FGdH2O
Method: DFT, ωB97M-V with the def2-TZVPD basis set

## Properties
total charge = +1
lowest unoccupied orbital energy (spin up / spin down) = -0.15770 / -0.19634 Ha
HOMO level (spin up / spin down) = -13.18 / -17.24 eV
max |F| = 2.41 eV Å⁻¹
multiplicity = 9
frontier orbital gap (spin up / spin down) = 8.9 / 11.9 eV
E_tot = -25626.50417 eV

Cartesian coordinates (Å):
H 0.74697 -1.00446 0.19638
O -0.21107 -0.88308 0.16423
H -0.65058 -1.67892 -0.14857
F 1.08227 1.93045 0.00724
Gd -0.96759 1.63601 -0.21930

Taken from the Löwdin analysis, the atomic charges in e are: 0.079 -0.169 0.074 -0.666 1.682